No. 1
C28H32Cl2O3OsSi as an isolated structure, computed with wB97M-V/def2-TZVPD.

Structure (XYZ):
```
67
C28H32Cl2O3OsSi, DFT wB97M-V/def2-TZVPD
H -3.7971 0.7075 3.7496
C -3.5648 0.2454 1.6405
O 1.1821 -1.5174 0.0666
H 2.9228 -4.1397 0.2468
H -0.0497 5.2355 -0.1430
H -6.9855 -1.6413 2.0135
C 4.3983 0.0607 -2.7441
H -1.2229 3.6782 5.4942
H 0.8630 -0.8555 -4.6944
H 5.6146 -2.4893 -0.7743
C 3.5987 -2.0121 -1.4238
H 2.5724 0.1342 1.0516
C 0.8210 1.0827 4.6185
H -0.1572 -2.9078 -3.7576
H 2.2998 -1.5168 -5.5087
Cl 1.5826 1.3851 -2.0211
C 0.1606 0.6766 3.4407
C -0.7839 4.4360 -0.3291
H -0.1862 -0.8820 0.5587
H -1.7571 5.4848 -1.9509
H -2.3610 2.9699 3.3919
C -1.7315 4.5832 -1.3441
C -2.6358 3.5468 -1.5931
Si -1.7788 0.7898 1.4169
C 2.4528 -4.2140 -0.7457
C -2.6145 2.3867 -0.7983
C -1.7060 2.2666 0.2526
C 2.3966 -1.5132 -3.3647
O -1.1087 -0.5745 0.8419
H 0.8311 2.4752 6.2704
C -0.7508 3.2716 0.4507
H 4.8644 -0.9798 -0.0917
C -0.9838 1.3487 3.0087
H 2.3387 0.1115 -4.7326
H 0.5726 -0.1431 2.8471
Os 1.3091 -0.8162 -1.6466
C -1.4799 2.4286 3.7389
H 5.2787 -0.3714 -3.2417
C 3.4452 -1.0455 -2.4960
C 1.6769 -2.5574 -2.6149
C -0.8274 2.8335 4.9271
C -4.2344 0.2176 2.8834
C -4.1895 -0.3422 0.5208
C 1.9555 -0.9152 -4.6559
H -5.9200 -0.5565 3.9963
H 1.7208 0.5541 4.9248
C 0.6056 -3.4491 -3.1828
C -6.0496 -1.0796 1.9064
C 0.3189 2.1573 5.3558
C 2.5583 -2.9456 -1.5198
C -5.4371 -0.9916 0.6526
Cl -0.7299 -0.5108 -2.2719
O 3.1326 0.7534 0.4778
H 4.6802 0.5202 -1.7837
H 1.1180 -4.1647 -3.8559
H 2.9672 -5.0331 -1.2736
H 0.1182 -4.0151 -2.3847
H 3.9456 0.8219 -3.3814
H 4.3578 -2.5785 0.4759
C 4.6845 -2.0190 -0.4081
C -5.4565 -0.4760 3.0183
H 0.0273 3.1521 1.2055
H -3.7109 -0.3263 -0.4463
H 1.4136 -4.5074 -0.6251
H -3.3610 3.6319 -2.4025
H -5.8920 -1.4441 -0.2219
H -3.3227 1.5844 -1.0143
```

Gap between HOMO and LUMO (spin up / spin down) (eV): 3.8 / 4.3
Spin multiplicity: 5
Highest occupied orbital energy (spin up / spin down) (eV): 0.69 / 0.21
Total charge: -2
LUMO level (spin up / spin down) (eV): 4.5257 / 4.5159

Atomic partial charges in e from the natural (NBO) method, atoms 1 to 8:
1. H 0.2117
2. C -0.3825
3. O -0.9524
4. H 0.2168
5. H 0.1989
6. H 0.1928
7. C -0.6494
8. H 0.1908

No. 2
One molecule with the formula C5H10N3P, computed with wB97M-V/def2-TZVPD.

Structure (XYZ):
```
19
C5H10N3P, DFT wB97M-V/def2-TZVPD
H 2.4024 1.7446 0.5140
C 2.4855 1.0558 -0.3177
P -0.9132 1.1920 -0.0427
N -2.4029 0.1021 -0.1077
H 2.8700 -1.7465 0.2403
H 3.5235 0.9829 -0.4765
C -3.6706 0.5507 0.3888
H 2.2013 1.8021 -1.1072
H -3.3326 1.1305 1.3321
H 1.9768 -0.7368 1.4640
C 0.2225 0.0914 -0.2534
H 1.1952 -2.1105 0.7317
H 1.6902 -0.8325 -1.4035
C 1.6375 -0.2185 -0.4731
H -4.1868 1.1868 -0.3736
C 2.0200 -1.2710 0.5780
N -2.1796 -1.0590 -0.4987
H -4.3643 -0.2283 0.4307
N -1.1750 -1.6357 -0.6254
```

Gap between HOMO and LUMO (spin up / spin down) (eV): 9.0 / 9.0
Highest occupied orbital energy (spin up / spin down) (eV): -8.27 / -8.27
Energy above the lowest of the compared OMol25 structures with the same formula, charge and spin (kJ/mol): 389.1
LUMO level (spin up / spin down) (eV): 0.7484 / 0.7470

Atomic partial charges in e from the natural (NBO) method, atoms 1 to 8:
1. H 0.2247
2. C -0.6219
3. P 0.6877
4. N -0.4372
5. H 0.2081
6. H 0.2148
7. C -0.4208
8. H 0.2123

No. 3
C48H49As2NO3P2SW as an isolated structure, computed with wB97M-V/def2-TZVPD.

Structure (XYZ):
```
107
C48H49As2NO3P2SW, DFT wB97M-V/def2-TZVPD
H -3.2670 -1.0062 5.3797
C 4.0728 -2.5659 1.9809
C -1.9410 -1.7157 0.2976
H 0.3181 -2.9483 -4.2693
C -0.2851 0.6121 5.4619
C -1.9561 2.7477 2.8979
C -2.2974 -0.6560 5.0513
H -1.3179 3.6425 -1.9748
H -1.6113 -5.5577 0.3578
C 1.6982 -2.5796 -2.0207
C -4.7515 -0.9087 -4.3956
H -0.8173 -3.3576 -2.9263
P 0.9145 1.9480 0.1588
S 3.3288 -0.5715 0.4279
H -0.0014 1.1054 -4.7057
C 1.4558 2.8059 -1.3581
H 2.5542 -4.2540 -3.0625
C -0.9281 -2.3206 1.0740
C 2.4079 1.9131 1.2661
H -6.4186 -0.0441 -3.3583
C -2.5875 -0.5197 -3.4174
C 2.9441 -1.8333 1.6348
C 4.6783 2.1752 2.9574
C -4.5575 0.4369 -2.4087
C -1.1303 4.9007 2.2413
C 2.3220 -3.9697 -2.0397
C -1.6581 -4.4750 0.2986
H 5.5489 2.2777 3.5909
H -1.9259 0.4676 6.8382
C 3.7550 3.2031 2.8410
W 0.0706 -0.4190 -0.6293
C -2.6301 -3.8790 -0.5142
C 2.3611 4.0106 -3.7210
C -1.5407 0.1712 5.8714
H -2.6061 2.1274 3.5032
C -1.5191 2.7417 -2.5501
C 4.0188 -3.4658 3.0429
C -1.1205 2.1585 1.9623
O 2.0877 -1.7685 -2.8207
H -3.3037 -4.4979 -1.0935
C 1.7295 -2.0184 2.3118
H 5.2125 0.2188 2.2690
C -0.2679 4.3052 1.3346
H 1.4972 5.8113 -2.9339
C -2.7827 -2.5094 -0.5063
C 1.6992 -2.9174 3.3737
P 0.2065 -1.1500 1.8715
H 0.8385 -4.5644 -0.7124
C 0.1686 0.0334 -4.7510
H 3.2534 -3.9389 -1.4751
H -0.0320 -4.1761 1.6760
H -3.7202 1.6168 0.5305
C 2.8359 -3.6337 3.7424
C 4.4818 1.0191 2.2230
H -2.6267 4.6006 3.7518
C 1.2280 4.1612 -1.6020
C 2.6483 3.0678 2.0146
H -2.9379 -1.6701 -5.2153
H -3.5821 -2.0443 -1.0686
H -0.6472 2.5083 -3.1548
As -1.9802 1.3032 -1.3292
H -5.0394 1.0361 -1.6490
H 1.1907 0.5780 3.9110
As -0.6937 -0.8571 -3.2658
C -1.8028 -1.0581 3.8175
H 2.7190 4.4799 -4.6278
H 0.8146 -5.4277 -2.1258
C 0.2129 0.2288 4.2299
H 0.3026 1.2515 6.1074
H 2.3295 1.0040 -2.1989
H -3.9804 2.6637 -0.8833
C 1.6797 4.7575 -2.7700
H -0.2603 -0.3537 -5.6745
C -3.2347 2.2590 -0.2009
O 2.1442 -0.3421 -0.5115
H 5.0037 -2.4251 1.4417
H 3.8961 4.1253 3.3889
H -1.4272 -2.9093 -4.5184
H -1.1699 1.0898 1.8343
C -1.9694 4.1260 3.0347
N 1.4323 -5.0104 -1.4259
H -2.3916 -1.7266 3.2017
C 2.1307 2.0555 -2.3316
H -2.2821 -0.7133 0.5548
H 0.4082 4.9478 0.7946
C -0.6357 -2.7290 -3.7966
C -0.2534 2.9118 1.1706
C 3.3627 0.9021 1.4088
H -2.7348 3.0852 0.2922
C 2.5774 2.6584 -3.4986
H 3.1104 2.0666 -4.2319
C -3.1783 0.2666 -2.4352
H 0.7819 -3.0508 3.9371
C -3.3742 -1.0893 -4.4122
H 0.6711 4.7726 -0.9146
H -5.3612 -1.3494 -5.1734
H -2.3939 2.8980 -3.1793
H 1.2334 -0.1821 -4.7141
C -5.3440 -0.1689 -3.3816
H -1.1312 5.9779 2.3444
O 0.7737 -2.3767 -1.0986
H 1.9639 3.9000 1.9680
H 4.9057 -4.0197 3.3220
H 2.7899 -4.3180 4.5797
C -0.5463 -0.6124 3.4102
H 1.9686 -5.7718 -1.0038
C -0.7855 -3.7054 1.0530
```

Gap between HOMO and LUMO (spin up / spin down) (eV): 6.8 / 6.9
Spin multiplicity: 3
Highest occupied orbital energy (spin up / spin down) (eV): -18.20 / -18.41
Total charge: +4
Energy above the lowest of the compared OMol25 structures with the same formula, charge and spin (kJ/mol): 19.3
LUMO level (spin up / spin down) (eV): -11.3943 / -11.4922

Atomic partial charges in e from the Mulliken method, atoms 1 to 8:
1. H 0.4950
2. C -1.0081
3. C -0.4826
4. H 0.4213
5. C -0.5630
6. C -0.7949
7. C -0.8039
8. H 0.4826

No. 4
One molecule with the formula C23H29FN6O4, computed with wB97M-V/def2-TZVPD.

Structure (XYZ):
```
63
C23H29FN6O4, DFT wB97M-V/def2-TZVPD
H 0.2003 2.9986 -0.6481
N -2.5539 0.9430 -2.9307
H 5.4649 -1.7320 -0.3451
H -0.8664 0.6549 2.0198
H 0.6308 -0.8810 2.0586
H 1.2866 1.4608 3.0800
C 4.9804 -0.0744 0.9395
H 5.2094 0.8549 0.4068
O -0.0794 -1.7859 -0.5457
O 1.8529 0.3555 -1.2773
F -8.1319 -0.3202 -0.0616
H -3.9893 1.1768 0.8115
C -4.3455 0.6978 -1.2415
N -2.0542 1.5298 -0.8679
N -1.0439 1.6896 -1.6952
C 1.8471 -2.8258 -0.1529
H -0.8268 2.0351 0.9329
C -5.2646 0.2322 -2.1801
H 3.2756 -0.4483 -0.2670
C -6.5424 -0.1122 -1.7866
C 7.4302 -3.1030 1.0501
N 0.6437 0.5901 0.6087
C 1.2156 -0.6433 1.1608
H 5.0896 0.1025 2.0119
H 0.1217 4.6217 1.7522
C -4.7129 0.8159 0.0974
H 7.0465 -3.6891 0.2174
C 1.1351 -3.5472 -1.1434
H -4.9597 0.1475 -3.2112
O 0.6916 4.1439 1.1391
C 1.0021 0.9505 -0.6357
C 0.6238 2.1336 2.5354
C -3.0084 1.0526 -1.6649
C 6.3517 -2.1584 1.5783
H 6.8375 -0.7129 0.0763
H 0.8042 2.3652 -2.2132
H 4.4028 -2.3069 2.5181
H 2.1535 2.7721 1.1434
C 2.6657 -0.4198 1.6546
H -6.2970 0.5562 1.5295
H 6.7757 -1.5761 2.4041
H 1.4505 -4.4436 -1.6358
H -0.0644 2.5908 3.2500
H 8.2985 -2.5457 0.7057
H -7.2714 -0.4742 -2.4941
C -6.8847 0.0144 -0.4512
O 2.8852 -0.2566 2.8416
H 2.8020 -3.0694 0.2621
H 7.7514 -3.7882 1.8308
C -0.2007 1.3528 1.5042
N 3.5913 -0.3970 0.6967
H -0.8540 -3.0322 -1.9982
C 5.9346 -1.1811 0.4727
C 0.2596 2.1227 -1.2981
H 4.7364 -3.5674 1.3196
C -5.9888 0.4735 0.4992
C 1.4703 3.2194 1.8700
H 2.0708 3.7367 2.6282
C 1.0652 -1.7585 0.1723
C 5.1693 -2.9603 2.1123
N -1.3347 1.3404 -2.9229
H 5.4972 -3.6281 2.9058
C -0.0226 -2.8657 -1.3430
```

Gap between HOMO and LUMO (eV): 9.0
SMILES: CC(C)CCNC(=O)[C@H](c1ccco1)N(CCCO)C(=O)Cn1nnc(-c2ccc(F)cc2)n1
Highest occupied orbital energy (eV): -8.56
Energy above the lowest of the compared OMol25 structures with the same formula, charge and spin (kJ/mol): 15.5
LUMO level (eV): 0.4563

Atomic partial charges in e from the natural (NBO) method, atoms 1 to 8:
1. H 0.2688
2. N -0.2674
3. H 0.2007
4. H 0.2076
5. H 0.2429
6. H 0.2477
7. C -0.2310
8. H 0.1965